ORCA calculation (wB97M-V/def2-TZVPD) on a structure of composition C36H52B3F3NO39P at a distorted geometry.

The value obtained for the relative energy (zero: lowest compared OMol25 entry of this formula, charge and spin) is 0.00 kcal per mole. The gap between HOMO and LUMO is 8.86 eV. For the max |F|, the calculation gives 2.47 eV Å⁻¹.

Geometry (Å):
N (-1.79173, 2.94372, -0.53113)
P (-2.78621, 2.08025, 0.27559)
O (-3.13204, 2.82256, 1.65886)
O (-4.22265, 1.84848, -0.41362)
B (-1.99015, 0.38806, 0.77350)
O (-2.16078, -0.04179, 2.07211)
B (-0.86758, -0.10759, 2.59387)
O (-0.48467, 0.69645, 3.62764)
O (-0.01956, -0.99914, 1.98132)
B (-0.15522, -1.01632, 0.59526)
C (0.96677, -1.75636, -0.21124)
C (2.13122, -0.73675, -0.41621)
C (2.17546, -0.17170, -1.80170)
F (1.94607, -1.06156, -2.71806)
F (1.31409, 0.78610, -1.94608)
F (3.37556, 0.31132, -2.08544)
O (-1.20352, -0.36653, -0.03306)
H (-2.18474, 3.21404, -1.42710)
H (-2.40945, 3.45172, 1.79709)
H (-4.10574, 1.92423, -1.37045)
H (-0.11796, 1.50920, 3.25345)
H (0.59410, -2.18792, -1.13429)
H (1.35979, -2.52808, 0.43526)
H (1.97045, 0.09623, 0.25797)
H (3.07553, -1.18102, -0.15696)
C (3.27587, 2.24283, -4.18790)
C (4.43988, 1.34200, -4.51776)
O (5.10027, 2.06958, -5.56554)
C (4.77058, 3.37089, -5.44062)
O (5.28094, 4.26054, -6.04849)
O (3.78401, 3.54417, -4.53194)
H (2.99461, 2.20280, -3.14001)
H (2.39958, 2.03660, -4.79920)
H (5.13113, 1.22460, -3.68138)
H (4.13097, 0.35921, -4.86342)
C (3.95494, 7.45271, -2.61881)
C (3.24060, 6.36567, -3.38619)
O (2.30059, 5.87392, -2.42488)
C (2.07606, 6.85732, -1.51764)
O (1.22813, 6.83177, -0.68848)
O (2.95488, 7.88075, -1.68799)
H (4.27500, 8.27900, -3.24860)
H (4.81577, 7.07637, -2.06235)
H (2.69351, 6.75580, -4.24683)
H (3.90488, 5.57585, -3.72042)
C (-3.69383, -4.47593, -0.93681)
C (-2.59827, -5.51265, -0.99737)
O (-1.61173, -4.86703, -1.81944)
C (-1.79985, -3.53425, -1.73164)
O (-1.02897, -2.72290, -2.13802)
O (-2.95984, -3.24778, -1.09320)
H (-4.23454, -4.48522, 0.00367)
H (-4.40686, -4.56983, -1.75701)
H (-2.15985, -5.71753, -0.02224)
H (-2.92053, -6.44200, -1.44348)
C (-4.16068, 6.16100, -4.08274)
C (-4.21329, 5.64111, -2.66293)
O (-3.17195, 4.65773, -2.65946)
C (-2.29278, 4.97456, -3.64785)
O (-1.23929, 4.44968, -3.78381)
O (-2.78720, 5.95966, -4.43577)
H (-4.42702, 7.21154, -4.16103)
H (-4.78737, 5.58271, -4.76443)
H (-3.97425, 6.40775, -1.92484)
H (-5.16985, 5.19106, -2.40938)
C (-2.40653, -9.08194, 1.91147)
C (-3.20229, -10.15915, 1.21232)
O (-4.30925, -9.42266, 0.67310)
C (-3.93079, -8.13442, 0.53856)
O (-4.56318, -7.30173, -0.03450)
O (-2.73788, -7.91528, 1.14190)
H (-1.33533, -9.26410, 1.89747)
H (-2.72670, -8.92516, 2.94225)
H (-2.65336, -10.61979, 0.38981)
H (-3.54907, -10.93678, 1.88685)
C (-0.99053, -3.49260, 5.58455)
C (0.25363, -2.70463, 5.25167)
O (1.19199, -3.17408, 6.23245)
C (0.78574, -4.40688, 6.62910)
O (1.41841, -5.16119, 7.29170)
O (-0.45145, -4.68736, 6.15256)
H (-1.59537, -3.72113, 4.71067)
H (-1.61548, -2.99627, 6.32912)
H (0.63972, -2.93175, 4.25663)
H (0.10059, -1.63045, 5.33876)
C (1.84231, 0.38198, 9.39878)
C (1.02484, -0.56290, 8.54937)
O (0.08055, 0.31341, 7.92727)
C (0.61691, 1.56371, 7.91205)
O (0.16311, 2.48293, 7.31933)
O (1.74470, 1.60911, 8.66847)
H (2.87985, 0.07435, 9.49934)
H (1.41670, 0.52722, 10.39339)
H (1.61728, -1.04980, 7.77301)
H (0.51573, -1.32421, 9.13592)
C (-5.33117, 2.39140, 4.48240)
C (-6.07376, 1.31170, 3.73264)
O (-6.86942, 0.71518, 4.76214)
C (-7.03693, 1.63441, 5.75047)
O (-7.78094, 1.51030, 6.66462)
O (-6.23576, 2.71076, 5.54523)
H (-5.12700, 3.26591, 3.87119)
H (-4.39495, 2.03244, 4.91362)
H (-6.73489, 1.71475, 2.96302)
H (-5.41151, 0.57722, 3.28110)
C (8.26827, 5.73302, -8.06014)
C (7.60620, 6.36547, -6.85991)
O (8.24803, 7.64559, -6.79203)
C (8.71402, 7.94668, -8.03089)
O (9.14669, 9.00355, -8.35021)
O (8.61523, 6.87195, -8.85580)
H (7.60638, 5.06605, -8.60564)
H (9.18162, 5.19413, -7.80054)
H (6.53568, 6.51192, -7.00270)
H (7.76546, 5.80478, -5.94350)
C (-0.48731, 2.44391, -6.62305)
C (-1.32366, 1.47946, -7.43092)
O (-0.33144, 0.65282, -8.04796)
C (0.79076, 0.70601, -7.28531)
O (1.73881, 0.00844, -7.42587)
O (0.68167, 1.67164, -6.33533)
H (-0.96979, 2.76161, -5.70213)
H (-0.19649, 3.32725, -7.19408)
H (-1.96227, 0.85252, -6.80539)
H (-1.93710, 1.97366, -8.18021)
C (0.01003, -9.08292, 6.70841)
C (0.96011, -8.22299, 5.91030)
O (0.95050, -8.86185, 4.62568)
C (-0.21181, -9.54802, 4.51013)
O (-0.60814, -10.04136, 3.50424)
O (-0.86980, -9.58678, 5.69567)
H (-0.54368, -8.52145, 7.45608)
H (0.50970, -9.92383, 7.19272)
H (0.60227, -7.20014, 5.79678)
H (1.96434, -8.20119, 6.32391)